Record 1
{"formula": "C33H36N3O", "method": "the ωB97M-V functional and the def2-TZVPD basis", "max_force_ev_per_a": 1.4, "lumo_ev": -4.198, "e_tot_ev": -41315.218, "molar_mass_g_mol": 490.67, "homo_lumo_gap_ev": 5.31, "charge": 1, "species": ["H", "N", "C", "H", "H", "C", "C", "H", "C", "H", "H", "C", "C", "H", "H", "H", "C", "H", "H", "H", "H", "C", "C", "C", "C", "H", "H", "C", "N", "C", "H", "H", "C", "H", "C", "H", "C", "C", "H", "H", "C", "C", "H", "H", "C", "C", "C", "H", "C", "C", "O", "H", "H", "H", "H", "C", "H", "H", "H", "C", "N", "C", "H", "C", "C", "H", "C", "H", "C", "H", "H", "C", "C"], "coordinates": [[-0.1892, -1.4497, 1.2067], [-3.5391, -1.4188, 1.6592], [-1.4813, -5.1815, -1.0893], [3.8757, 2.1578, 5.6619], [1.5089, 1.2076, -6.9124], [-3.0669, -0.8041, 0.4990], [0.0467, -1.0624, -0.8829], [1.6756, 4.7299, -5.6022], [1.4097, 0.6722, -2.0495], [-1.6318, -5.6940, -2.0414], [1.9948, 3.6846, 5.6032], [2.5906, 4.1163, -5.6562], [-4.4215, -2.4767, 1.5682], [3.4890, 0.7681, -0.0730], [-2.8487, -1.5391, 4.9564], [3.1281, 1.8055, -7.3557], [-0.3720, -1.8149, 0.2004], [1.8368, 2.5958, -1.1171], [-4.3828, -3.5530, 4.7942], [4.3039, 3.4125, 4.4806], [-5.4585, -4.0356, 2.5645], [-4.1722, -2.9314, 3.9254], [2.1704, 1.7539, 2.9265], [3.8773, 2.4051, 4.5920], [0.4629, 0.7975, 1.4935], [4.5106, 1.6884, 4.0625], [-3.7920, 1.8755, -1.0226], [-1.7139, -5.8600, 0.1150], [2.2869, 2.6984, -5.6368], [2.0936, 2.7098, -3.2253], [0.0435, 1.6539, 3.4102], [-0.3166, -1.3369, -1.8777], [-1.5092, -5.2003, 1.3357], [-0.8453, -3.3353, -2.0222], [2.0719, 2.0248, -4.4719], [-1.6765, -5.7232, 2.2797], [1.7998, 2.0390, -2.0534], [0.8162, 1.4243, 2.6729], [-2.4025, -0.1916, 2.9251], [-2.0374, -6.9001, 0.1058], [-2.8915, 1.2638, -0.8986], [-3.3173, -1.8342, 4.0177], [-0.9049, -3.3682, 2.2998], [-4.8123, -2.6664, 0.5718], [1.3899, 0.5723, 0.4605], [2.7425, 0.9308, 0.7049], [-2.9487, 0.6089, 0.4647], [1.7015, 2.8249, -7.6297], [-0.8403, -3.1756, 0.1433], [1.7961, 0.6285, -4.4637], [-2.8723, 1.3051, 1.5013], [1.0951, 2.1520, 5.6493], [2.3229, 3.7754, -3.1849], [1.1929, -1.0734, -3.3207], [-2.8438, 0.5336, -1.7112], [2.1481, 2.0924, -6.9455], [-3.2229, -1.3471, -0.4313], [4.1880, 1.7091, 2.0901], [0.7004, 3.3763, 4.4205], [0.9406, 0.0394, -0.8266], [2.5176, 2.3607, 4.0980], [1.5194, 2.9178, 4.9850], [1.8528, 0.0576, -5.3885], [-1.0822, -3.8810, 1.3514], [-4.7513, -3.2175, 2.6847], [-0.5820, 0.5217, 1.3495], [-3.0246, -1.0793, 2.8981], [-2.0216, 1.9243, -0.9673], [3.1385, 1.4610, 1.9194], [3.2420, 4.3925, -4.8191], [3.1045, 4.3496, -6.5965], [1.4340, -0.0117, -3.2922], [-1.0466, -3.8557, -1.0830]], "lowdin_charge": [0.111, -0.029, -0.062, 0.097, 0.078, -0.098, -0.024, 0.108, -0.175, 0.112, 0.094, -0.050, -0.009, 0.127, 0.120, 0.105, 0.009, 0.125, 0.115, 0.101, 0.118, -0.051, -0.207, -0.051, -0.024, 0.080, 0.091, -0.058, -0.178, 0.002, 0.106, 0.106, -0.070, 0.110, -0.198, 0.112, -0.003, 0.009, 0.118, 0.111, -0.017, -0.037, 0.117, 0.139, -0.195, -0.020, -0.504, 0.098, -0.217, -0.001, -0.039, 0.099, 0.102, 0.116, 0.072, -0.045, 0.113, 0.105, 0.092, -0.067, -0.191, -0.057, 0.102, -0.028, -0.043, 0.087, -0.003, 0.081, -0.001, 0.085, 0.096, -0.008, -0.011]}

=====

Record 2
{"formula": "C33H36NO10P2Y", "method": "the ωB97M-V functional and the def2-TZVPD basis", "max_force_ev_per_a": 0.6, "lumo_ev": -0.044, "e_tot_ev": -76402.558, "molar_mass_g_mol": 757.50, "homo_lumo_gap_ev": 8.24, "de_lowest_kcal_mol": 1.6, "species": ["Y", "H", "H", "C", "C", "H", "C", "C", "H", "C", "H", "C", "N", "C", "H", "C", "C", "O", "C", "C", "H", "C", "H", "P", "O", "C", "C", "H", "C", "H", "H", "C", "C", "H", "H", "H", "H", "H", "P", "H", "H", "C", "O", "H", "H", "C", "C", "H", "H", "O", "H", "H", "H", "H", "C", "C", "C", "H", "H", "O", "C", "H", "H", "O", "O", "H", "H", "C", "C", "C", "H", "H", "C", "H", "C", "O", "H", "C", "O", "O", "C", "C", "C"], "coordinates": [[-0.2868, -0.0284, 0.4225], [0.9568, -7.4780, 2.0303], [4.5877, -2.4033, -1.2656], [3.0139, 3.4093, 1.1905], [2.7229, 1.2609, 2.2546], [-3.3981, 3.6307, -2.4285], [0.5552, -6.7053, 1.3872], [2.9815, -1.2837, 4.4911], [2.0412, -0.7784, -2.3867], [-0.4635, -4.7086, -0.2383], [0.4367, 0.9186, 4.5981], [0.0734, -2.9421, 3.8849], [-2.5912, 3.0065, -2.4358], [4.1947, -1.5276, -0.7505], [-5.0404, 2.0545, -1.7684], [1.1910, 0.2317, 4.9567], [-0.4753, -2.6760, 2.6339], [2.2018, -0.6149, 0.2641], [2.0322, -0.3779, 4.0319], [2.2159, 2.3143, 1.4987], [2.3094, -1.2103, 7.8110], [-0.6728, -2.7801, 5.0425], [1.1924, 2.3438, 1.1268], [-2.5765, 2.1161, 0.0823], [-3.9124, 2.8194, 0.5987], [-2.5559, -2.1118, 3.7285], [0.6858, -5.3749, 1.7498], [-0.8510, -3.9163, -0.8630], [-4.3156, 1.2767, -2.0218], [4.7166, -1.4318, 0.2004], [3.6578, -1.7828, 3.8072], [2.3671, -1.0982, 1.6150], [-1.9903, -2.3566, 4.9706], [-1.8091, 3.4569, -1.9302], [2.5908, 4.2151, 0.6044], [2.4081, -2.5039, -2.4963], [0.6248, 0.4186, 7.0094], [-4.3754, 2.3205, 1.2789], [-1.6335, 0.5668, -2.4608], [-2.2652, -2.1157, 1.6039], [2.2824, -3.1807, 2.2200], [2.2347, -0.9767, 6.7567], [-1.7669, 0.7965, -3.9146], [4.4512, 0.5429, 3.3011], [5.8618, 2.4625, 2.7392], [4.8407, 2.4294, 2.3810], [-0.0925, -7.0447, 0.2067], [-2.3342, 2.7719, -3.4063], [-4.4146, 1.0195, -3.0778], [-0.2483, -2.0918, 0.3200], [-4.5578, 0.3939, -1.4315], [0.9140, -1.9875, -1.7063], [-1.1081, -6.2972, -1.5239], [3.8197, -2.3036, 6.1778], [4.3279, 3.4733, 1.6272], [1.9587, -1.7342, -1.8682], [-1.8080, -2.2757, 2.5730], [1.1011, -3.2614, 3.9857], [4.9447, 4.3297, 1.3878], [-2.1475, -0.8858, -1.9882], [-2.8987, 1.7183, -1.6917], [3.4377, -1.1977, 1.8225], [-2.5727, -2.2237, 5.8733], [-1.4324, 3.0601, 0.0326], [0.5450, 0.2991, 2.2889], [1.1796, -5.1348, 2.6830], [4.3973, -0.6433, -1.3541], [4.0421, 1.3396, 2.6909], [1.8292, -2.5441, 1.4586], [1.2929, -0.0618, 6.3057], [-0.2098, -2.9736, 6.0017], [-3.5888, -1.7950, 3.6546], [2.6995, -1.6953, -0.5498], [-2.3619, -1.4360, -2.7511], [0.1798, -4.3610, 0.9406], [-0.3501, 0.8126, -1.7073], [-0.1986, -8.0839, -0.0775], [0.3057, -2.8782, 1.3249], [2.4564, -2.8746, 0.2128], [-2.4027, 0.7890, 0.7926], [3.0794, -1.5873, 5.8442], [1.8610, 0.0156, 2.5651], [-0.6016, -6.0424, -0.6009]], "lowdin_charge": [1.583, 0.100, 0.096, -0.073, -0.119, 0.164, -0.080, -0.060, 0.095, -0.013, 0.123, -0.036, 0.168, 0.025, 0.082, -0.009, -0.128, -0.076, -0.143, -0.018, 0.099, -0.073, 0.093, 0.286, -0.107, -0.072, -0.025, 0.107, -0.076, 0.086, 0.112, -0.155, -0.087, 0.138, 0.103, 0.099, 0.104, 0.091, 0.304, 0.110, 0.144, -0.097, -0.281, 0.110, 0.101, -0.078, -0.101, 0.139, 0.088, -0.315, 0.092, 0.068, 0.098, 0.102, -0.094, 0.019, -0.034, 0.099, 0.099, -0.129, -0.496, 0.136, 0.099, -0.293, -0.274, 0.105, 0.097, -0.023, -0.125, -0.076, 0.104, 0.101, -0.551, 0.097, -0.123, -0.378, 0.097, -0.397, 0.006, -0.366, -0.080, -0.425, -0.081]}

=====

Record 3
{"formula": "C33H37As2BaN2O2", "method": "the ωB97M-V functional and the def2-TZVPD basis", "max_force_ev_per_a": 3.6, "lumo_ev": 2.459, "e_tot_ev": -164268.907, "molar_mass_g_mol": 780.84, "homo_lumo_gap_ev": 5.37, "de_lowest_kcal_mol": 24.6, "charge": -1, "species": ["C", "C", "N", "O", "C", "H", "C", "H", "H", "H", "H", "C", "H", "C", "Ba", "H", "H", "C", "H", "H", "H", "H", "H", "H", "H", "H", "C", "H", "H", "C", "C", "C", "H", "C", "H", "H", "H", "H", "C", "H", "H", "C", "C", "As", "H", "C", "H", "C", "C", "N", "C", "C", "H", "C", "C", "H", "H", "C", "C", "H", "C", "C", "H", "C", "H", "C", "C", "As", "H", "C", "H", "H", "H", "O", "C", "C", "C"], "coordinates": [[-0.3068, 2.8866, -3.2836], [-5.8135, -1.6168, 1.6151], [1.7715, -0.0446, 2.2626], [0.6225, 2.2348, -0.0454], [2.7206, 0.3218, -3.9731], [3.7578, 0.0528, -3.7702], [1.2746, 2.9264, 0.8466], [-0.5023, 5.5229, -5.4257], [3.6032, -1.2296, -1.8172], [2.1763, -0.5919, -4.2151], [-2.6391, 2.7523, -0.1510], [2.3741, 0.8269, 1.5671], [4.3726, -3.0413, 2.7004], [1.0813, 4.3104, 1.0431], [-0.0784, 0.0004, -0.1096], [0.3915, 1.3134, 3.1592], [0.3963, -1.6952, 3.5324], [-0.0586, 4.7274, -4.8390], [3.2043, 2.7281, -0.8826], [0.3537, 4.8146, 0.4166], [-3.7602, 1.0753, -2.7944], [2.6869, 0.9816, -4.8378], [-2.6470, 0.7160, -4.1228], [3.9767, 2.6469, -2.4773], [1.4871, 0.4487, 4.2568], [-3.2269, 2.3748, -3.8712], [4.2090, -2.6428, 1.7037], [4.1849, 1.3189, -1.3168], [3.6642, 2.5029, 3.2587], [0.8900, 0.3535, 3.3448], [5.0248, -1.5262, -0.2441], [2.2260, 2.3005, 1.6997], [-4.7125, -1.7826, 3.4331], [1.3684, -2.3136, -0.7585], [-6.6266, -1.3380, -0.3585], [5.8345, -1.0616, -0.7992], [-2.5687, -1.2727, 3.8028], [1.9436, 5.1181, -5.5135], [3.7694, -1.6234, -0.8186], [-1.5268, 3.9337, -0.8576], [-0.6318, -0.6319, 4.5322], [2.6737, -2.2334, -0.1559], [1.8603, 3.4743, -4.1390], [1.8854, 1.1451, -2.3588], [6.2488, -1.9637, 1.4796], [1.3098, 4.4988, -4.8900], [-6.7474, -1.9511, 2.0484], [2.9397, 3.0244, 2.6414], [-0.8514, 3.9278, -4.0333], [-1.1110, -0.7424, 2.4690], [-2.3162, -1.0369, 2.7557], [-3.3506, -0.7536, 0.4665], [3.0281, 0.4347, 0.7800], [-2.2684, 3.1723, -1.0862], [-3.4442, -1.1035, 1.8507], [0.8111, -3.1984, -0.4391], [3.3047, 4.9513, 3.5289], [1.7939, 5.0186, 1.9940], [5.2658, -2.0308, 1.0294], [-3.0996, 3.6203, -1.6316], [-4.5528, -0.8537, -0.2889], [-0.1475, -0.7454, 3.5514], [2.9314, 3.3180, -4.1922], [-2.9183, 1.4574, -3.3715], [-1.9150, 4.1325, -3.9862], [3.4862, 2.0646, -1.6985], [-4.6736, -1.5223, 2.3793], [-1.4140, 1.7502, -2.1290], [-4.4868, -0.5916, -1.3385], [1.0712, 2.6518, -3.3355], [2.1483, -3.2059, 1.6926], [1.4337, -2.2818, -1.8526], [1.6072, 6.0801, 2.1146], [-2.2576, -0.3642, -0.0866], [2.9560, -2.7429, 1.1354], [-5.7388, -1.2727, 0.2605], [2.7387, 4.3899, 2.7963]], "lowdin_charge": [-0.406, -0.129, 0.023, -0.529, -0.298, 0.015, -0.426, 0.096, 0.064, 0.012, 0.025, -0.172, 0.087, -0.023, 1.751, 0.123, 0.116, -0.099, 0.020, 0.097, 0.004, 0.008, 0.022, 0.016, 0.124, 0.007, -0.135, 0.016, 0.112, -0.217, -0.145, -0.182, 0.101, -0.302, 0.094, 0.088, 0.117, 0.097, -0.117, 0.011, 0.108, -0.399, -0.129, 1.115, 0.073, -0.096, 0.085, -0.058, -0.120, -0.039, -0.121, -0.380, 0.108, -0.276, -0.144, 0.011, 0.084, -0.116, -0.154, 0.022, -0.027, -0.233, 0.087, -0.297, 0.087, -0.272, -0.074, 1.070, 0.092, -0.404, 0.096, 0.004, 0.092, -0.524, -0.099, -0.109, -0.126]}